119
Properties=species:S:1:pos:R:3:forces:R:3 method="wB97M-V/def2-TZVPD" total_charge=-1 gap_ev=6.09 e_lumo_ha=0.0935 relative_energy_ev=0.2997 homo_ev=-3.542 spin_multiplicity=1
Zn -0.6302 -0.1514 -0.1894 -0.41 0.04 0.02
O 2.1768 -1.4058 0.8925 -0.09 0.12 0.06
O 1.0769 0.5219 0.8435 0.04 -0.07 -0.23
O 2.3845 0.9273 -2.3110 0.09 -0.01 -0.16
N -1.6765 1.1522 1.0769 -0.07 -0.07 -0.09
N 4.3950 1.9530 -2.6628 -0.08 0.01 -0.13
N -1.6509 -1.3032 -1.5791 0.05 -0.16 0.10
N -0.8771 -1.3626 1.5732 -0.02 0.06 0.23
N -0.8091 1.5961 -1.4175 -0.08 0.23 0.08
C -3.5966 -1.7813 -0.1822 0.03 -0.06 -0.06
C 4.0733 -1.9896 2.5839 -0.01 0.04 0.02
C -0.7921 -1.9491 -2.4183 0.10 0.03 -0.15
C -2.8410 0.6437 4.6037 0.00 0.00 -0.03
C 4.2203 2.3923 0.1500 -0.02 -0.08 0.00
C -2.2873 4.8284 0.6746 0.02 -0.04 0.02
C -2.1413 3.5857 1.3226 0.02 0.01 -0.06
C -1.3815 2.6373 -0.7594 0.02 -0.03 -0.01
C -0.5254 -3.2358 2.9904 0.01 -0.06 -0.02
C -3.6543 0.1201 -1.7680 -0.05 0.00 0.00
C -1.7691 2.4319 0.6329 0.03 -0.05 0.12
C -1.1169 -2.5821 4.0310 0.00 0.00 0.02
C -1.5967 3.8732 -1.4038 0.05 -0.04 0.04
C -1.4625 -0.6800 2.5916 -0.04 -0.04 -0.04
C -1.9528 0.6664 2.3176 0.06 0.11 -0.01
C -0.5310 1.6830 -2.6940 0.09 -0.04 0.07
C -2.3095 -0.5800 4.8865 0.00 0.00 0.04
C 1.3126 -3.1858 -3.9445 -0.05 -0.01 0.00
C -2.6801 1.2603 3.3464 0.01 -0.06 0.01
C -2.0726 4.9835 -0.6640 -0.02 0.04 -0.03
C 1.2816 2.3884 2.9008 0.05 -0.16 -0.02
C 3.6884 -0.6335 3.1308 0.01 -0.01 0.00
C 2.9965 2.6430 -0.7634 -0.04 0.05 0.03
C 2.6650 0.1858 2.6047 0.06 0.08 0.00
C -0.7865 2.8515 -3.4319 0.02 0.04 -0.04
C -5.5794 -0.2730 -0.2147 0.01 -0.02 -0.03
C -1.2959 3.9393 -2.7822 0.00 0.00 -0.02
C 5.0089 1.4726 6.0286 -0.03 -0.02 -0.04
C 3.1691 1.8044 4.3417 -0.01 0.03 -0.04
C -0.4335 -2.5800 1.7498 -0.01 0.03 -0.04
C 1.9213 -0.2833 1.3479 -0.01 -0.02 0.09
C 4.1904 1.0202 4.8471 0.04 -0.07 0.01
C -1.6265 -1.2751 3.8589 -0.01 0.01 -0.06
C -5.8523 -0.7035 -2.6546 0.03 -0.01 0.03
C 3.0156 -2.4604 -2.2250 -0.06 -0.02 0.04
C 5.2676 0.7811 -2.4887 -0.03 0.06 0.08
C 4.4233 -0.1981 4.2321 0.02 0.02 0.04
C 3.1601 1.7971 -1.9999 0.11 -0.12 0.05
C -5.7760 -2.6263 -1.0526 0.03 0.02 -0.01
C 2.3963 1.4199 3.2474 -0.06 -0.02 -0.03
C -5.3762 -2.1442 -2.4467 0.02 0.02 0.01
C 4.8340 0.9758 0.0407 -0.01 0.09 -0.02
C -3.1267 -1.3175 -1.5788 0.11 0.09 -0.05
C -5.1156 -1.7203 -0.0148 0.00 0.03 -0.01
C 0.5834 -1.9456 -2.0254 -0.16 0.08 0.07
C 0.0047 -3.1885 -4.4019 0.04 0.01 0.02
C -5.1783 0.1973 -1.6175 -0.01 -0.03 0.01
C -0.3416 -3.8718 -5.7046 -0.01 0.04 0.06
C -1.0161 -2.5757 -3.6763 0.01 0.02 0.08
C 5.8674 0.7789 -1.0811 -0.07 0.02 -0.03
C -3.8506 -2.1959 -2.6187 0.10 0.01 0.03
C 1.6001 -2.5318 -2.7413 0.07 0.02 -0.02
H 5.5287 2.4087 5.8122 -0.01 -0.01 0.00
H 2.9533 2.7604 4.8114 0.00 -0.03 0.00
H -6.6675 -0.2049 -0.0954 0.01 0.01 0.01
H 6.6170 1.5786 -1.0152 0.02 -0.03 0.01
H 2.9004 3.7030 -1.0169 0.04 0.00 0.01
H 3.9016 2.5531 1.1815 0.02 0.00 -0.01
H -5.5925 -0.3712 -3.6657 -0.02 0.00 0.01
H 0.8694 -1.4502 -1.0957 0.07 -0.16 -0.06
H 0.0213 -3.0563 0.8880 0.00 0.02 0.03
H 5.3225 0.7492 0.9903 -0.02 0.00 0.03
H 4.6497 -0.1013 -2.6499 0.03 0.05 0.00
H 3.6501 -1.8968 -2.9140 -0.06 -0.05 -0.03
H -3.1707 2.2029 3.1858 -0.03 0.03 0.01
H 5.7558 0.7240 6.2940 0.00 0.01 0.01
H -5.1214 0.3712 0.5440 0.00 -0.01 -0.03
H -0.0737 0.8125 -3.1507 -0.02 0.01 0.01
H 1.0202 2.3798 1.8526 -0.01 0.03 -0.07
H -0.5520 2.8807 -4.4876 0.00 -0.01 0.01
H 0.3788 2.1130 3.4553 -0.03 -0.02 -0.06
H 4.0357 0.2373 -0.0741 -0.03 -0.04 0.04
H 3.2177 -2.6598 2.5385 0.04 0.01 0.01
H -5.5012 1.2330 -1.7623 0.00 0.01 0.01
H 1.5620 3.3972 3.2117 0.00 -0.03 0.02
H -3.1937 0.7579 -1.0132 0.02 0.03 -0.01
H 5.2085 -0.8407 4.6192 -0.01 0.00 -0.02
H -1.2163 -3.0579 5.0002 0.00 0.01 0.01
H -5.4413 -3.6596 -0.9085 -0.03 0.01 0.01
H -2.2358 5.9329 -1.1606 0.02 -0.03 0.00
H 2.0797 2.3133 -0.2774 -0.02 0.02 -0.01
H 4.3757 1.6446 6.9018 0.01 0.00 -0.01
H -5.3818 -2.0530 0.9938 0.01 0.00 0.00
H 6.0532 0.7871 -3.2459 -0.01 0.01 -0.04
H -2.6021 5.6822 1.2646 0.00 -0.03 0.02
H 3.4396 -3.4641 -2.1329 0.03 0.00 0.00
H -2.3075 3.5528 2.3840 -0.03 0.02 0.02
H -6.9425 -0.6445 -2.5556 0.01 -0.01 -0.01
H -1.0998 -3.3083 -6.2531 0.02 -0.01 -0.01
H 4.8719 2.7834 -2.3348 0.01 0.00 0.07
H 3.0448 -1.9814 -1.2447 0.01 -0.02 -0.06
H -3.4967 -3.2277 -2.5469 0.02 -0.01 -0.04
H -1.4755 4.8687 -3.3115 0.00 0.00 0.00
H -0.7458 -4.8722 -5.5262 0.01 0.00 -0.01
H -3.3432 0.4920 -2.7519 0.00 -0.02 0.03
H -0.1350 -4.2390 3.0984 0.00 0.02 0.00
H -2.4181 -1.0360 5.8635 -0.01 0.00 -0.03
H 4.4481 -1.9190 1.5625 -0.02 -0.02 0.02
H 2.1030 -3.6650 -4.5148 -0.02 0.02 0.00
H -3.2215 -2.7952 -0.0016 0.00 0.03 0.00
H -6.8667 -2.6126 -0.9417 0.01 0.01 -0.01
H 5.0053 3.1301 -0.0509 0.00 0.01 0.01
H -3.4048 1.1691 5.3664 0.00 0.02 -0.02
H -1.9822 -2.5757 -4.1450 -0.17 -0.02 0.05
H 6.3969 -0.1651 -0.9214 0.01 0.01 -0.01
H 4.8450 -2.4272 3.2206 0.03 0.02 0.00
H -5.8340 -2.7900 -3.2027 0.01 -0.02 -0.02
H -3.6305 -1.8247 -3.6199 0.06 -0.04 -0.04
H -3.1439 -1.1240 0.5557 0.11 0.03 0.10
H 0.5385 -3.9755 -6.3413 -0.01 0.00 0.00